Entry 1:
The following is a quantum chemistry calculation of a single C10H17N2O3P molecule, from the OMol25 dataset.

The molecular weight is 244.231 g mol⁻¹. As for the SMILES: CC(C)[C@H](C)CO[C@](O)(C#N)[C@@H](C#N)[PH2]=O. Its LUMO energy is 0.44 eV. The HOMO-LUMO gap is 11.28 eV. The calculation puts the HOMO energy at -0.398 Eh. The calculation puts the largest force on an atom at 4.3 eV/Å.

Each line ends with the Löwdin charge.
CARTESIAN COORDINATES (ANGSTROEM)
C: 2.360 -0.586 0.473  -0.0775
C: 2.215 0.547 -0.593  -0.3751
C: 2.236 -0.004 -2.058  -0.0611
C: 1.058 1.547 -0.329  -0.2958
C: 1.225 2.297 1.045  -0.0506
C: -0.388 0.958 -0.453  -0.1378
O: -0.439 -0.456 -0.686  -0.0713
C: -1.710 -0.961 -0.660  -0.5549
O: -1.572 -2.341 -0.975  0.0434
C: -2.654 -0.374 -1.717  -0.1139
N: -3.165 0.161 -2.562  0.2065
C: -2.425 -0.889 0.744  -0.2735
C: -3.445 -1.962 0.922  -0.2518
N: -4.244 -2.727 1.124  0.1829
P: -1.269 -0.899 2.217  0.7755
O: -1.432 0.366 2.984  -0.4317
H: 1.910 -1.502 0.038  0.0781
H: 1.870 -0.364 1.433  0.0400
H: 3.415 -0.850 0.668  0.0823
H: 3.150 1.141 -0.513  0.1301
H: 2.977 -0.811 -2.170  0.0805
H: 1.235 -0.243 -2.442  0.0733
H: 2.607 0.841 -2.677  0.0792
H: 1.164 2.346 -1.090  0.1364
H: 2.024 3.042 0.873  0.0832
H: 1.476 1.621 1.873  0.0709
H: 0.284 2.849 1.219  0.0827
H: -0.945 1.277 0.456  0.1085
H: -0.884 1.504 -1.285  0.1344
H: -2.374 -2.601 -1.451  0.1136
H: -2.953 0.085 0.784  0.1385
H: 0.047 -1.182 1.787  0.0180
H: -1.715 -1.982 3.030  0.0370

Forces on atoms 1 to 6 (eV/Å):
C -0.31 -0.55 -0.81
C 0.72 -0.24 0.15
C 0.24 1.37 0.24
C 0.24 -0.18 0.48
C -0.06 0.06 -1.44
C 0.12 1.70 -0.14



Entry 2:
The following is a quantum chemistry calculation of a single C10H17N3 molecule, from the OMol25 dataset.

The molecular weight is 179.267 g mol⁻¹. As for the SMILES: CC(C)(C)N1CCCn2ccnc21. Its LUMO energy is 0.84 eV. The HOMO-LUMO gap is 8.49 eV. The calculation puts the HOMO energy at -0.281 Eh. The calculation puts the largest force on an atom at 6.0 eV/Å. The value obtained for the energy above the lowest of the compared OMol25 structures with the same formula, charge and spin is 116.1 kJ/mol.

Each line ends with the Löwdin charge.
CARTESIAN COORDINATES (ANGSTROEM)
C: -1.169 1.703 -1.155  -0.0448
C: -1.307 0.653 -0.015  -0.5290
C: -2.557 -0.124 -0.412  -0.0433
C: -1.306 1.166 1.384  -0.0402
N: -0.065 -0.172 -0.273  -0.0417
C: -0.013 -1.512 0.232  -0.1604
C: 1.282 -2.224 -0.312  -0.1178
C: 2.645 -1.529 -0.065  -0.1623
N: 2.376 -0.125 -0.111  -0.0496
C: 3.416 0.768 0.023  -0.0911
C: 2.844 1.983 0.047  -0.1194
N: 1.448 1.852 -0.113  0.0995
C: 1.201 0.560 -0.178  -0.2679
H: -2.002 2.494 -0.907  0.1304
H: -0.324 2.313 -1.193  0.0283
H: -1.224 1.273 -2.066  0.0444
H: -2.938 -0.563 0.400  0.0343
H: -2.511 -0.918 -1.249  0.1327
H: -3.241 0.578 -0.685  0.0473
H: -0.820 0.639 2.177  0.0698
H: -0.967 2.275 1.537  0.1226
H: -2.349 1.262 1.664  0.0719
H: -0.955 -1.934 -0.133  0.1091
H: -0.010 -1.495 1.296  0.1052
H: 1.290 -2.118 -1.432  0.1249
H: 1.505 -3.271 0.088  0.1272
H: 3.032 -1.929 0.932  0.1442
H: 3.292 -1.703 -0.825  0.0837
H: 4.478 0.532 0.011  0.1194
H: 3.411 2.843 0.185  0.0726

Forces on atoms 1 to 6 (eV/Å):
C -2.96 3.11 4.18
C 3.11 -0.51 -3.05
C 2.61 -1.47 -2.26
C -1.10 3.68 0.87
N 1.98 2.07 -0.46
C 1.15 -0.27 -0.96



Entry 3:
The following is a quantum chemistry calculation of a molecular structure, C10H17N3O5RhS, from the OMol25 dataset.

The molecular weight is 394.235 g mol⁻¹. Its LUMO energy is -4.68 eV. The HOMO-LUMO gap is 7.75 eV. The calculation puts the HOMO energy at -0.457 Eh. The calculation puts the largest force on an atom at 1.0 eV/Å. As for the charge: +1. The value obtained for the energy above the lowest of the compared OMol25 structures with the same formula, charge and spin is 0.0 kJ/mol.

Each line ends with the Löwdin charge.
CARTESIAN COORDINATES (ANGSTROEM)
Rh: -0.192 -0.457 -0.449  1.0218
O: -2.168 -1.195 -0.145  -0.1593
C: -3.065 -0.267 -0.846  -0.1342
C: -2.339 0.414 -2.005  -0.1365
N: -1.074 1.036 -1.552  -0.2658
C: -1.286 2.201 -0.650  -0.0373
C: -0.528 2.042 0.670  -0.5663
O: -0.263 2.976 1.366  0.1482
O: -0.297 0.784 1.004  -0.1229
C: -0.095 1.330 -2.633  -0.0398
C: 1.316 0.760 -2.381  -0.5570
O: 2.164 0.897 -3.212  0.1409
O: 1.499 0.137 -1.223  -0.1922
H: -2.273 -2.092 -0.489  0.1226
H: -3.399 0.433 -0.085  0.1285
H: -3.935 -0.813 -1.207  0.1403
H: -2.999 1.157 -2.465  0.1498
H: -2.093 -0.329 -2.766  0.1344
H: -2.342 2.271 -0.389  0.1361
H: -1.013 3.137 -1.132  0.1420
H: 0.015 2.407 -2.762  0.1408
H: -0.446 0.930 -3.583  0.1409
S: 0.739 -2.234 0.757  0.7182
C: 2.257 -1.700 1.418  -0.7138
N: 2.996 -0.759 0.877  0.0581
C: 4.270 -0.319 1.449  -0.1301
C: 4.919 -1.478 2.183  -0.1510
C: 3.937 -2.058 3.186  -0.1435
N: 2.666 -2.333 2.513  0.0265
H: 2.653 -0.314 0.032  0.0865
H: 4.096 0.527 2.118  0.1342
H: 4.894 0.023 0.626  0.1338
H: 5.816 -1.140 2.699  0.1263
H: 5.214 -2.246 1.466  0.1283
H: 3.765 -1.360 4.008  0.1310
H: 4.305 -2.992 3.606  0.1298
H: 2.032 -3.006 2.912  0.1306

Forces on atoms 1 to 6 (eV/Å):
Rh 0.46 -0.90 0.21
O -0.21 0.40 -0.16
C 0.22 -0.13 0.04
C -0.23 -0.09 -0.01
N 0.05 0.11 0.01
C 0.02 0.00 0.10



Entry 4:
The following is a quantum chemistry calculation of a molecular structure, C10H17N3O8S2, from the OMol25 dataset.

The molecular weight is 371.393 g mol⁻¹. Its LUMO energy is 0.28 eV. The HOMO-LUMO gap is 11.33 eV. The calculation puts the HOMO energy at -0.406 Eh. The calculation puts the largest force on an atom at 4.6 eV/Å.

Each line ends with the Löwdin charge.
CARTESIAN COORDINATES (ANGSTROEM)
C: 2.296 -2.802 0.897  -0.0735
C: 1.189 -2.311 0.159  -0.3160
N: 0.432 -1.909 -0.582  0.2015
H: 3.066 -3.191 0.258  0.0897
H: 1.906 -3.560 1.559  0.0882
H: 2.731 -2.024 1.533  0.0865
C: -1.107 2.098 3.287  -0.0729
C: -2.212 1.276 3.703  -0.3150
N: -3.134 0.646 4.008  0.1203
H: -1.611 3.023 2.832  0.1165
H: -0.562 1.534 2.549  0.0369
H: -0.465 2.430 4.189  0.1190
C: -1.940 -2.193 1.897  -0.0405
C: -0.625 -1.775 2.447  -0.2562
N: 0.442 -1.476 2.673  0.1661
H: -1.775 -2.284 0.842  0.0454
H: -2.735 -1.478 2.175  0.0721
H: -2.268 -3.144 2.348  0.0888
C: 3.179 -0.362 -1.257  -0.2184
C: 2.272 0.492 -2.035  -0.2004
O: 2.427 1.748 -1.410  -0.1684
S: 2.369 1.414 0.154  0.5933
O: 0.974 1.574 0.502  -0.2303
O: 3.320 2.189 0.795  -0.1780
O: 2.783 -0.108 0.047  -0.2016
H: 4.246 -0.181 -1.411  0.1528
H: 2.927 -1.351 -1.482  0.1033
H: 1.253 0.137 -1.799  0.0994
H: 2.531 0.700 -3.108  0.1684
C: -1.981 -0.118 -2.097  -0.1644
C: -1.288 0.730 -3.171  -0.1806
O: -1.197 2.031 -2.594  -0.1837
S: -2.630 2.243 -1.804  0.6139
O: -3.574 2.754 -2.736  -0.2181
O: -2.371 2.874 -0.555  -0.2208
O: -2.969 0.735 -1.513  -0.1841
H: -1.305 -0.518 -1.298  0.0897
H: -2.454 -1.020 -2.518  0.1364
H: -1.872 0.762 -4.047  0.1098
H: -0.266 0.418 -3.435  0.1249

Forces on atoms 1 to 6 (eV/Å):
C 0.54 -0.10 1.53
C 1.01 -0.10 -0.13
N -1.69 0.50 -1.24
H 0.20 -0.33 -0.41
H 0.23 -0.46 0.26
H -0.29 -0.11 -0.20



Entry 5:
The following is a quantum chemistry calculation of a single C10H17NO3S molecule, from the OMol25 dataset.

The molecular weight is 231.317 g mol⁻¹. As for the SMILES: C[C@H]1CCC[C@@H](C(=O)O)N1C(=O)CCS. Its LUMO energy is 0.67 eV. The HOMO-LUMO gap is 9.89 eV. The calculation puts the HOMO energy at -0.339 Eh. The calculation puts the largest force on an atom at 0.6 eV/Å. The value obtained for the energy above the lowest of the compared OMol25 structures with the same formula, charge and spin is 0.0 kJ/mol.

Each line ends with the Löwdin charge.
CARTESIAN COORDINATES (ANGSTROEM)
C: 0.656 0.741 2.264  -0.0320
C: -0.099 0.985 0.955  -0.3389
C: 0.310 2.310 0.299  -0.1426
C: 1.672 2.231 -0.377  -0.1772
C: 1.621 1.141 -1.438  -0.1240
C: 1.246 -0.196 -0.801  -0.1792
C: 2.387 -0.845 -0.030  -0.4716
O: 2.276 -1.442 1.004  0.1260
O: 3.555 -0.734 -0.675  0.1171
N: 0.045 -0.120 0.015  0.0266
C: -0.784 -1.192 -0.069  -0.4710
O: -0.616 -2.056 -0.913  0.0595
C: -1.986 -1.286 0.860  -0.1636
C: -3.261 -0.949 0.094  -0.5150
S: -3.297 0.774 -0.518  0.7287
H: 1.729 0.835 2.131  0.0700
H: 0.335 1.466 3.009  0.0840
H: 0.457 -0.261 2.636  0.0811
H: -1.163 1.079 1.186  0.0919
H: 0.306 3.085 1.066  0.1193
H: -0.440 2.577 -0.450  0.1108
H: 2.450 2.003 0.354  0.1120
H: 1.915 3.190 -0.836  0.1146
H: 2.581 1.032 -1.941  0.1151
H: 0.867 1.399 -2.185  0.1247
H: 1.016 -0.924 -1.596  0.1635
H: 4.247 -1.221 -0.198  0.1369
H: -2.050 -2.333 1.166  0.1281
H: -1.895 -0.671 1.752  0.1005
H: -4.135 -1.039 0.738  0.0686
H: -3.375 -1.606 -0.768  0.0759
H: -2.370 0.607 -1.458  -0.1400

Forces on atoms 1 to 6 (eV/Å):
C -0.15 0.04 -0.14
C -0.15 0.32 0.49
C 0.05 -0.15 0.09
C -0.22 0.02 -0.20
C 0.15 0.01 0.21
C -0.04 -0.16 -0.48



Entry 6:
The following is a quantum chemistry calculation of 2 unconnected molecules or ions with the total composition C10H17NO4, from the OMol25 dataset.

The molecular weight is 215.249 g mol⁻¹. Its LUMO energy (alpha / beta) is -0.89 / -2.73 eV. The HOMO-LUMO gap (alpha / beta) is 8.12 / 6.27 eV. The calculation puts the HOMO energy (alpha / beta) at -0.331 / -0.331 Eh. The calculation puts the largest force on an atom at 6.3 eV/Å. The value obtained for the energy above the lowest of the compared OMol25 structures with the same formula, charge and spin is 584.5 kJ/mol.

Each line ends with the Löwdin charge.
CARTESIAN COORDINATES (ANGSTROEM)
N: 0.890 -2.841 3.515  -0.0724
O: 2.022 -3.258 3.588  0.1217
C: 0.301 0.799 2.509  -0.0131
C: -0.412 -0.358 1.811  -0.6429
C: -1.820 -0.558 2.338  -0.0188
C: -0.362 -0.186 0.239  -0.2300
C: 1.105 -0.151 -0.226  -0.1595
C: 1.204 -0.282 -1.735  -0.1530
C: 0.271 0.642 -2.462  -0.2202
C: -0.792 1.173 -1.841  -0.0360
C: -1.099 1.006 -0.395  -0.1460
C: 0.549 0.864 -3.927  -0.2361
O: -0.571 0.429 -4.675  -0.0567
O: 0.248 -1.531 1.928  -0.0185
O: 0.567 -1.707 4.021  0.0068
H: -0.196 1.762 2.317  0.0900
H: 0.283 0.617 3.590  0.0793
H: 1.346 0.811 2.159  0.0884
H: -2.414 0.361 2.319  0.0897
H: -2.287 -1.363 1.761  0.0938
H: -1.702 -0.897 3.374  0.0788
H: -0.859 -1.108 -0.137  0.1602
H: 1.533 0.818 0.085  0.1246
H: 1.669 -0.952 0.279  0.1221
H: 2.229 -0.062 -2.053  0.1182
H: 0.965 -1.333 -1.975  0.1358
H: -1.501 1.839 -2.354  0.1251
H: -2.179 0.833 -0.279  0.1198
H: -0.873 1.945 0.140  0.1219
H: 0.807 1.925 -4.139  0.1278
H: 1.441 0.264 -4.160  0.1118
H: -0.360 0.501 -5.615  0.0873

Forces on atoms 1 to 6 (eV/Å):
N 3.16 3.81 3.89
O -2.68 -0.39 -1.06
C 0.32 -0.08 0.09
C -0.80 1.27 -0.49
C -0.12 0.00 0.12
C 0.23 -0.42 -0.53